(1)
Density functional theory data (ωB97M-V with the def2-TZVPD basis set) for a structure of composition C28H17Cl2N7O2S2Sc.

Positions of all 59 atoms, in Å:
1 Sc -0.22 1.04 -0.40
2 Cl -5.29 -0.26 4.14
3 C -4.20 0.61 3.09
4 C -2.98 0.03 2.78
5 C -2.07 0.67 1.95
6 N -0.81 0.11 1.59
7 C -0.08 -0.37 2.59
8 O -0.31 -0.36 3.81
9 C 1.17 -1.19 2.26
10 C 1.27 -2.40 2.96
11 C 2.36 -3.23 2.80
12 C 3.39 -2.82 1.96
13 C 3.27 -1.63 1.31
14 N 2.17 -0.83 1.44
15 C -2.41 1.92 1.40
16 C -3.62 2.52 1.74
17 C -4.51 1.86 2.58
18 Cl -6.02 2.64 2.98
19 N -1.50 2.44 0.48
20 C -1.33 3.78 0.25
21 O -1.94 4.69 0.79
22 C -0.27 4.00 -0.81
23 C -0.21 5.18 -1.46
24 C 0.81 5.33 -2.48
25 C 1.54 4.28 -2.89
26 C 1.22 2.91 -2.35
27 N 0.54 2.93 -1.04
28 H -2.73 -0.93 3.22
29 H 0.46 -2.65 3.62
30 H 2.40 -4.17 3.32
31 H 4.28 -3.41 1.81
32 H 4.02 -1.23 0.64
33 H -3.86 3.49 1.35
34 H -0.87 5.98 -1.18
35 H 1.00 6.32 -2.90
36 H 2.32 4.38 -3.63
37 H 2.13 2.31 -2.27
38 N 1.12 -2.54 -2.45
39 C 0.76 -3.39 -1.42
40 C 1.02 -4.73 -1.18
41 C 0.42 -5.29 -0.06
42 C -0.41 -4.54 0.78
43 C -0.65 -3.20 0.53
44 C -0.04 -2.61 -0.57
45 N -0.13 -1.32 -1.07
46 C 0.53 -1.34 -2.21
47 C 0.59 -0.16 -3.05
48 C 1.27 -0.02 -4.20
49 S 1.03 1.58 -4.88
50 C 0.26 2.12 -3.27
51 N -0.13 0.90 -2.57
52 H 1.67 -2.76 -3.26
53 H 1.64 -5.32 -1.84
54 H 0.59 -6.34 0.16
55 H -0.88 -5.02 1.63
56 H -1.30 -2.61 1.17
57 H 1.88 -0.76 -4.71
58 H -0.59 2.76 -3.50
59 S 2.22 0.65 0.51

The value obtained for the relative energy (zero: lowest compared OMol25 entry of this formula, charge and spin) is 32.7 kcal per mole. As for the net charge: -1. Its orbital gap is 5.3 eV.

---

(2)
Density functional theory data (ωB97M-V with the def2-TZVPD basis set) for a structure of composition C28H18Cl2F5IrN7O2Se.

Positions of all 64 atoms, in Å:
1 Ir 0.28 -0.57 0.19
2 N -0.39 -3.70 -0.57
3 C -1.08 -2.84 -1.31
4 N -1.94 -3.32 -2.20
5 C -2.59 -2.44 -2.95
6 N -3.47 -2.89 -3.84
7 N -2.42 -1.09 -2.89
8 C -1.57 -0.69 -1.99
9 N -0.88 -1.49 -1.14
10 C -1.26 0.74 -1.86
11 C -1.86 1.73 -2.62
12 C -1.47 3.04 -2.42
13 C -0.49 3.32 -1.47
14 C 0.06 2.28 -0.74
15 N -0.32 1.02 -0.94
16 H -0.54 -4.68 -0.76
17 H 0.25 -3.42 0.15
18 H -3.61 -3.88 -3.94
19 H -3.95 -2.24 -4.44
20 H -2.61 1.45 -3.35
21 H -1.91 3.84 -3.00
22 H -0.16 4.33 -1.29
23 H 0.83 2.45 0.00
24 F 3.89 1.15 -5.62
25 C 3.21 1.21 -4.47
26 C 3.49 2.14 -3.48
27 F 3.93 3.34 -3.64
28 C 3.17 1.67 -2.11
29 F 3.42 2.48 -1.11
30 C 2.69 0.42 -2.10
31 Se 2.45 -0.74 -0.64
32 C 2.55 0.05 -3.58
33 F 2.89 -1.21 -3.89
34 C 1.71 0.83 -4.43
35 F 0.74 1.58 -3.87
36 Cl -3.49 0.44 5.74
37 C -2.26 1.63 5.93
38 C -2.59 2.90 6.38
39 C -1.58 3.84 6.53
40 C -0.27 3.54 6.20
41 C 0.06 2.27 5.74
42 Cl 1.67 1.96 5.20
43 C -0.94 1.29 5.64
44 N -0.68 -0.02 5.18
45 C 0.26 -0.86 5.62
46 C 1.01 -0.57 6.79
47 C 2.01 -1.41 7.20
48 C 2.28 -2.57 6.46
49 C 1.52 -2.90 5.33
50 C 0.49 -2.09 4.91
51 C -0.38 -2.51 3.74
52 C -0.18 -1.67 2.51
53 O 0.61 -2.09 1.59
54 O -0.77 -0.57 2.36
55 H -3.61 3.13 6.62
56 H -1.82 4.83 6.89
57 H 0.51 4.28 6.28
58 H -1.30 -0.34 4.44
59 H 0.77 0.32 7.36
60 H 2.57 -1.20 8.09
61 H 3.07 -3.23 6.77
62 H 1.72 -3.82 4.81
63 H -1.43 -2.46 4.01
64 H -0.15 -3.55 3.50

The value obtained for the relative energy (zero: lowest compared OMol25 entry of this formula, charge and spin) is 30.4 kcal per mole. As for the net charge: +2. Its orbital gap (spin up / spin down) is 6.1 / 4.6 eV. As for the spin multiplicity: 2.

---

(3)
Density functional theory data (ωB97M-V with the def2-TZVPD basis set) for a structure of composition C28H18Cl5GeRhS5.

Positions of all 58 atoms, in Å:
1 Rh -0.75 1.45 1.02
2 Cl 1.35 0.75 -1.95
3 C 1.89 0.48 -0.34
4 C 1.09 0.84 0.74
5 C 1.59 0.58 2.01
6 Cl 0.47 1.00 3.31
7 C 2.82 0.01 2.27
8 Cl 3.34 -0.27 3.88
9 C 3.61 -0.33 1.17
10 Cl 5.14 -1.04 1.42
11 C 3.14 -0.10 -0.13
12 Cl 4.12 -0.54 -1.46
13 C -2.22 5.02 -2.64
14 S -1.84 6.23 -1.34
15 C -0.58 5.58 -0.37
16 C -0.22 4.25 -0.08
17 S -1.04 2.90 -0.68
18 S 1.11 4.07 1.04
19 C 1.36 5.76 1.40
20 S 2.46 6.32 2.44
21 S 0.32 6.80 0.45
22 H -2.74 5.62 -3.39
23 H -2.86 4.23 -2.27
24 H -1.31 4.62 -3.07
25 C -3.27 -4.19 2.30
26 C -3.77 -3.01 2.83
27 C -3.49 -1.79 2.22
28 C -2.73 -1.76 1.05
29 C -2.23 -2.95 0.52
30 C -2.50 -4.16 1.14
31 Ge -2.38 -0.08 0.17
32 C -3.33 1.42 1.03
33 C -4.16 2.25 0.26
34 C -4.69 3.40 0.80
35 C -4.36 3.79 2.10
36 C -3.55 2.99 2.88
37 C -3.05 1.79 2.35
38 C -2.83 -0.18 -1.71
39 C -2.24 0.55 -2.74
40 C -2.74 0.51 -4.03
41 C -3.86 -0.27 -4.31
42 C -4.45 -1.02 -3.31
43 C -3.94 -0.98 -2.02
44 H -3.49 -5.13 2.78
45 H -4.37 -3.03 3.73
46 H -3.89 -0.88 2.64
47 H -1.64 -2.94 -0.38
48 H -2.12 -5.08 0.72
49 H -4.39 1.98 -0.76
50 H -5.36 4.02 0.21
51 H -4.77 4.70 2.51
52 H -3.33 3.26 3.90
53 H -2.52 1.11 3.02
54 H -1.35 1.13 -2.54
55 H -2.27 1.08 -4.81
56 H -4.25 -0.31 -5.32
57 H -5.31 -1.64 -3.53
58 H -4.41 -1.58 -1.25

The value obtained for the relative energy (zero: lowest compared OMol25 entry of this formula, charge and spin) is 0.0 kcal per mole. As for the net charge: +1. Its orbital gap (spin up / spin down) is 6.7 / 5.6 eV. As for the spin multiplicity: 2.

---

(4)
Density functional theory data (ωB97M-V with the def2-TZVPD basis set) for a structure of composition C28H18Cl5N8O5Rb in a non-equilibrium geometry.

Positions of all 65 atoms, in Å:
1 Rb -0.19 -3.38 0.88
2 Cl 6.25 -7.29 0.09
3 C 5.18 -5.92 0.33
4 C 5.70 -4.66 0.47
5 Cl 7.42 -4.40 0.44
6 C 4.81 -3.57 0.64
7 Cl 5.46 -1.95 0.82
8 C 3.41 -3.70 0.68
9 O 2.62 -2.70 0.82
10 C 2.86 -5.07 0.56
11 O 1.60 -5.24 0.62
12 C 3.78 -6.11 0.37
13 Cl 3.12 -7.72 0.22
14 C 3.49 2.16 1.37
15 N 2.25 2.18 2.11
16 C 1.29 1.24 2.23
17 N 0.30 1.71 2.96
18 C 0.71 2.97 3.27
19 N 1.89 3.30 2.78
20 C 3.31 2.44 -0.11
21 C 4.42 2.40 -0.95
22 C 4.30 2.74 -2.29
23 C 3.07 3.11 -2.82
24 C 1.95 3.12 -1.99
25 C 2.08 2.80 -0.64
26 C 0.64 3.42 -2.55
27 N 0.32 3.73 -3.76
28 N -1.06 3.81 -3.80
29 C -1.48 3.51 -2.62
30 O -0.45 3.28 -1.76
31 C -2.84 3.29 -2.15
32 C -3.91 3.31 -3.05
33 C -5.17 2.96 -2.61
34 C -5.38 2.58 -1.29
35 C -4.33 2.58 -0.39
36 C -4.50 2.06 1.03
37 N -3.89 0.74 1.16
38 C -2.59 0.42 1.23
39 N -2.44 -0.88 1.24
40 C -3.72 -1.34 1.19
41 N -4.63 -0.39 1.14
42 C -3.07 2.96 -0.82
43 H 4.01 1.22 1.52
44 H 4.08 2.96 1.80
45 H 1.36 0.24 1.82
46 H 0.14 3.64 3.88
47 H 5.38 2.11 -0.55
48 H 5.17 2.71 -2.93
49 H 2.96 3.36 -3.86
50 H 1.20 2.83 -0.01
51 H -3.72 3.57 -4.08
52 H -6.00 2.95 -3.31
53 H -6.37 2.25 -0.97
54 H -5.55 1.95 1.29
55 H -4.02 2.73 1.74
56 H -1.79 1.14 1.26
57 H -3.96 -2.39 1.18
58 H -2.23 2.93 -0.14
59 Cl -5.27 -5.62 1.41
60 C -3.62 -6.08 0.84
61 C -2.67 -4.85 0.91
62 O -2.23 -4.57 2.04
63 O -2.46 -4.28 -0.18
64 H -3.72 -6.42 -0.18
65 H -3.27 -6.87 1.50

The value obtained for the relative energy (zero: lowest compared OMol25 entry of this formula, charge and spin) is 19.3 kcal per mole. As for the net charge: -2. Its orbital gap is 3.2 eV.

---

(5)
Density functional theory data (ωB97M-V with the def2-TZVPD basis set) for a structure of composition C28H19BrF5IrN3O3PS.

Positions of all 62 atoms, in Å:
1 Ir -1.29 0.84 -0.41
2 Br -0.61 -4.30 -1.53
3 C -1.44 -1.63 -2.30
4 C -2.16 -2.24 -3.46
5 C -3.08 -1.57 -4.16
6 C -3.45 -0.25 -3.77
7 C -2.85 0.30 -2.71
8 N -1.86 -0.30 -1.95
9 C -3.26 1.68 -2.30
10 O -4.05 2.36 -2.90
11 O -2.64 2.06 -1.21
12 H -1.92 -3.26 -3.69
13 H -3.58 -2.05 -4.99
14 H -4.18 0.34 -4.30
15 O -0.23 3.16 -2.31
16 N 0.15 2.68 -1.07
17 C 0.02 3.46 -0.07
18 C 0.45 3.05 1.29
19 C 0.53 4.10 2.19
20 C 1.04 3.92 3.47
21 C 1.50 2.67 3.83
22 C 1.41 1.61 2.94
23 C 0.86 1.76 1.68
24 P 0.68 0.26 0.60
25 C 0.91 -1.15 1.72
26 C 0.14 -1.27 2.88
27 C 0.23 -2.42 3.66
28 C 1.08 -3.45 3.28
29 C 1.84 -3.34 2.13
30 C 1.76 -2.19 1.36
31 C 2.16 0.30 -0.44
32 C 3.42 0.28 0.16
33 C 4.56 0.32 -0.63
34 C 4.45 0.38 -2.01
35 C 3.19 0.41 -2.61
36 C 2.05 0.37 -1.82
37 H -1.00 3.74 -2.19
38 H -0.36 4.47 -0.20
39 H 0.19 5.09 1.89
40 H 1.09 4.75 4.16
41 H 1.92 2.51 4.82
42 H 1.75 0.63 3.26
43 H -0.54 -0.49 3.19
44 H -0.38 -2.50 4.55
45 H 1.14 -4.35 3.89
46 H 2.49 -4.14 1.83
47 H 2.34 -2.13 0.45
48 H 3.52 0.23 1.23
49 H 5.54 0.31 -0.16
50 H 5.34 0.41 -2.63
51 H 3.10 0.46 -3.68
52 H 1.08 0.40 -2.29
53 F -0.84 -2.11 -0.03
54 C -1.50 -2.62 -1.10
55 F -0.05 -1.55 -2.62
56 C -2.95 -2.94 -0.62
57 F -3.70 -1.85 -0.62
58 F -3.54 -3.85 -1.40
59 F -2.90 -3.42 0.62
60 S -2.77 1.24 3.70
61 C -2.51 0.66 2.23
62 N -2.26 0.18 1.17

The value obtained for the relative energy (zero: lowest compared OMol25 entry of this formula, charge and spin) is 90.5 kcal per mole. Its orbital gap is 6.1 eV.

---

(6)
Density functional theory data (ωB97M-V with the def2-TZVPD basis set) for a structure of composition C28H19I2N4O2PS3V in a non-equilibrium geometry.

Positions of all 60 atoms, in Å:
1 V 1.48 -0.22 0.62
2 O 2.01 1.80 1.19
3 C 0.78 1.71 1.07
4 O 0.07 0.89 1.74
5 C -0.01 2.55 0.14
6 C 0.29 3.87 -0.13
7 C -0.61 4.63 -0.87
8 C -1.78 4.05 -1.33
9 C -2.04 2.70 -1.11
10 C -1.15 1.93 -0.36
11 P -1.23 0.11 -0.10
12 C -2.32 -0.26 -1.54
13 C -1.90 0.18 -2.79
14 C -2.66 -0.08 -3.92
15 C -3.81 -0.84 -3.81
16 C -4.20 -1.35 -2.58
17 C -3.46 -1.05 -1.45
18 C -2.43 -0.06 1.27
19 C -3.64 0.61 1.24
20 C -4.52 0.51 2.29
21 C -4.19 -0.26 3.40
22 C -2.98 -0.92 3.45
23 C -2.11 -0.83 2.38
24 H 1.22 4.29 0.23
25 H -0.39 5.67 -1.08
26 H -2.49 4.64 -1.89
27 H -2.94 2.27 -1.52
28 H -0.97 0.73 -2.88
29 H -2.34 0.29 -4.88
30 H -4.40 -1.06 -4.69
31 H -5.06 -1.99 -2.48
32 H -3.76 -1.45 -0.49
33 H -3.90 1.21 0.37
34 H -5.47 1.03 2.25
35 H -4.88 -0.31 4.24
36 H -2.72 -1.51 4.32
37 H -1.15 -1.35 2.43
38 S 1.86 -1.04 2.81
39 C 2.05 -2.74 2.58
40 C 2.57 -3.44 3.67
41 N 3.05 -3.96 4.58
42 C 1.78 -3.37 1.38
43 S 1.20 -2.41 -0.02
44 C 1.96 -4.73 1.17
45 N 2.13 -5.85 0.96
46 C 6.83 1.06 -1.62
47 C 5.59 0.47 -1.02
48 C 5.63 -0.35 0.11
49 C 4.42 -0.77 0.63
50 N 3.26 -0.45 0.06
51 C 3.32 0.33 -1.05
52 S 1.80 0.64 -1.74
53 N 4.43 0.80 -1.59
54 H 7.66 0.34 -1.57
55 H 7.12 1.94 -1.05
56 H 6.65 1.35 -2.65
57 H 6.56 -0.64 0.57
58 H 4.36 -1.37 1.54
59 I -0.96 -3.26 -0.10
60 I -3.59 -4.66 -0.38

The value obtained for the relative energy (zero: lowest compared OMol25 entry of this formula, charge and spin) is 44.6 kcal per mole. As for the net charge: -2. Its orbital gap (spin up / spin down) is 5.9 / 5.4 eV. As for the spin multiplicity: 2.

---

(7)
Density functional theory data (ωB97M-V with the def2-TZVPD basis set) for a structure of composition C28H19N5PS3Sm in a non-equilibrium geometry.

Positions of all 57 atoms, in Å:
1 Sm 0.31 0.51 -1.14
2 C -0.39 1.88 2.15
3 C 0.99 1.97 2.05
4 C 1.75 0.84 1.68
5 C 1.14 -0.34 1.37
6 C -0.29 -0.43 1.53
7 C -1.05 0.71 1.93
8 P 1.90 -1.87 0.62
9 C 2.98 -2.61 1.92
10 C 3.75 -1.93 2.87
11 C 4.55 -2.68 3.71
12 C 4.71 -4.04 3.59
13 C 3.96 -4.74 2.65
14 C 3.11 -4.00 1.83
15 C 3.15 -1.13 -0.48
16 C 4.53 -1.42 -0.54
17 C 5.34 -0.67 -1.36
18 C 4.83 0.25 -2.26
19 C 3.47 0.47 -2.25
20 C 2.59 -0.21 -1.35
21 H -0.93 2.79 2.34
22 H 1.47 2.97 2.09
23 H 2.89 1.00 1.57
24 H -0.77 -1.37 1.20
25 H -2.13 0.67 1.94
26 H 3.78 -0.87 2.89
27 H 5.18 -2.15 4.38
28 H 5.44 -4.55 4.21
29 H 4.10 -5.78 2.43
30 H 2.56 -4.52 1.08
31 H 4.98 -2.15 0.14
32 H 6.42 -0.88 -1.34
33 H 5.47 0.77 -3.02
34 H 3.12 1.23 -2.96
35 N 4.27 5.13 -2.87
36 C 3.20 4.88 -2.53
37 N 1.97 4.66 -2.10
38 C 1.44 3.66 -1.56
39 N 0.91 2.72 -1.05
40 S -4.51 3.73 -1.61
41 C -3.90 2.19 -1.99
42 S -2.39 1.86 -2.77
43 C -2.70 0.13 -2.61
44 N -3.86 -0.16 -2.20
45 N -4.54 0.95 -1.87
46 C -5.86 0.71 -1.31
47 C -6.11 -0.44 -0.56
48 C -7.40 -0.72 -0.12
49 C -8.48 0.11 -0.46
50 C -8.26 1.21 -1.28
51 C -6.94 1.49 -1.70
52 S -1.39 -0.96 -2.88
53 H -5.30 -1.12 -0.23
54 H -7.67 -1.64 0.39
55 H -9.42 -0.16 -0.05
56 H -9.04 1.78 -1.66
57 H -6.92 2.26 -2.44

Its orbital gap (spin up / spin down) is 6.5 / 7.1 eV. As for the spin multiplicity: 6.

---

(8)
Density functional theory data (ωB97M-V with the def2-TZVPD basis set) for a structure of composition C28H20BCaCl5N8O6S2Se in a non-equilibrium geometry.

Positions of all 72 atoms, in Å:
1 Ca 0.01 -1.22 1.58
2 Cl 3.96 5.54 0.55
3 C 3.43 3.90 0.89
4 C 4.19 2.78 0.55
5 Cl 5.70 3.04 -0.23
6 C 3.76 1.47 0.73
7 Cl 4.89 0.14 0.22
8 C 2.43 1.23 1.15
9 O 1.76 0.15 1.01
10 C 1.82 2.37 1.80
11 Cl 0.26 2.06 2.58
12 C 2.31 3.63 1.69
13 Cl 1.53 4.98 2.44
14 C 0.10 6.19 -0.74
15 N -0.61 4.99 -0.87
16 C -0.75 3.97 0.11
17 C -1.36 2.95 -0.48
18 N -1.70 3.34 -1.78
19 B -2.14 2.20 -2.72
20 N -0.72 1.39 -2.79
21 C 0.37 2.06 -3.38
22 C 1.49 1.37 -3.20
23 N 1.06 0.27 -2.43
24 C 1.97 -0.78 -2.07
25 C -0.28 0.28 -2.20
26 S -1.24 -0.90 -1.32
27 C -1.24 4.59 -2.05
28 S -1.22 5.48 -3.60
29 H -0.41 6.98 -0.26
30 H 0.25 6.57 -1.75
31 H 1.07 6.07 -0.22
32 H -0.38 4.18 1.09
33 H -1.57 1.86 -0.33
34 H -2.96 1.47 -2.27
35 H -2.36 2.62 -3.85
36 H 0.18 2.94 -4.02
37 H 2.47 1.53 -3.52
38 H 1.78 -1.68 -2.64
39 H 1.85 -1.03 -1.00
40 H 3.04 -0.49 -2.17
41 O -1.97 -0.13 2.51
42 C -3.13 -0.48 2.40
43 C -3.68 -1.69 1.88
44 C -5.11 -1.70 1.69
45 C -5.71 -2.78 1.05
46 C -4.96 -3.88 0.61
47 C -3.61 -3.86 0.69
48 C -2.90 -2.77 1.32
49 O -1.67 -2.85 1.49
50 N -7.12 -2.67 0.67
51 O -7.49 -3.61 0.01
52 O -7.78 -1.73 0.99
53 H -3.91 0.20 2.74
54 H -5.77 -0.84 1.89
55 H -5.55 -4.77 0.27
56 H -3.04 -4.74 0.40
57 Se -0.33 -4.16 -0.75
58 N 0.70 -3.12 0.25
59 C 1.91 -3.69 0.16
60 C 3.02 -3.02 0.80
61 C 4.24 -3.60 0.73
62 C 4.34 -4.89 0.12
63 C 3.32 -5.54 -0.49
64 C 2.04 -4.93 -0.56
65 N 0.89 -5.41 -1.02
66 H 2.91 -2.07 1.29
67 H 5.11 -3.08 1.14
68 H 5.36 -5.32 0.04
69 H 3.49 -6.46 -1.08
70 O 1.29 -1.60 5.96
71 C 1.15 -1.65 4.75
72 N 1.23 -1.64 3.56

The value obtained for the relative energy (zero: lowest compared OMol25 entry of this formula, charge and spin) is 17.7 kcal per mole. As for the net charge: -2. Its orbital gap is 5.8 eV.